a) 6
Properties=species:S:1:pos:R:3 method="wB97M-V/def2-TZVPD" smiles=C#N.S homo_lumo_gap_ev=10.496 e_homo_ev=-9.7
C -0.12 0.14 -2.04
N -0.83 0.97 -1.76
H 0.28 -0.81 -2.29
S 0.33 0.33 1.53
H 0.16 -1.02 1.62
H 0.17 0.38 2.94

=====

b) 6
Properties=species:S:1:pos:R:3 method="wB97M-V/def2-TZVPD" homo_lumo_gap_ev=8.560 e_homo_ev=-9.1
C 0.83 0.06 -0.18
N -1.02 -0.30 0.36
S 2.06 -0.93 0.03
H 0.97 1.04 -0.53
H -1.55 -0.46 -0.46
H -1.30 0.59 0.78

=====

c) 6
Properties=species:S:1:pos:R:3 method="wB97M-V/def2-TZVPD" homo_lumo_gap_ev=10.156 e_homo_ev=-9.1
C 0.88 0.29 0.17
H -1.94 -1.12 -0.37
H 1.89 0.11 0.71
H 0.53 1.24 0.02
N 0.04 -0.55 -0.05
S -1.39 0.03 -0.48

=====

Stability summary: most stable a), least stable b).

=====

a) 23
Properties=species:S:1:pos:R:3 method="wB97M-V/def2-TZVPD" homo_lumo_gap_ev=9.377 e_homo_ev=-14.2 total_charge=+1
C -1.35 -1.61 0.42
C -0.41 -0.74 0.05
C -0.46 -1.90 -1.75
C 0.10 -2.47 -2.97
C 0.27 0.05 2.22
C -0.93 1.61 0.53
C 1.40 0.87 0.21
C 0.02 0.46 0.77
O 0.04 -0.85 -1.22
S -1.57 -2.80 -0.85
H -2.04 -1.48 1.26
H 0.97 -3.29 -2.74
H 0.58 -1.74 -3.54
H -0.71 -3.11 -3.46
H 0.73 0.95 2.69
H -0.69 -0.12 2.72
H 1.17 -0.72 2.25
H -0.67 2.45 1.10
H -2.05 1.28 0.52
H -0.82 1.98 -0.54
H 1.68 1.85 0.45
H 1.37 0.98 -0.81
H 2.14 0.24 0.55

=====

b) 23
Properties=species:S:1:pos:R:3 method="wB97M-V/def2-TZVPD" homo_lumo_gap_ev=9.565 e_homo_ev=-14.2 total_charge=+1
C -0.77 1.25 -1.18
C -0.27 0.42 -0.28
C 1.22 0.23 -1.90
C 2.99 -0.77 -3.05
C 0.07 -1.21 1.66
C -2.25 -0.20 1.01
C -0.55 1.25 1.98
C -0.70 0.01 1.13
O 0.94 -0.17 -0.74
S 0.26 1.32 -2.59
H -1.74 1.59 -1.30
H 3.01 -0.11 -3.96
H 2.62 -1.85 -3.08
H 3.88 -0.61 -2.43
H 0.13 -1.95 0.89
H 1.10 -1.06 2.02
H -0.49 -1.73 2.41
H -2.41 -0.92 0.22
H -2.96 0.49 0.79
H -2.72 -0.74 1.75
H -1.01 1.09 2.95
H -0.89 2.17 1.62
H 0.53 1.48 2.09

=====

Stability summary: most stable a), least stable b).

=====

a) 12
Properties=species:S:1:pos:R:3 method="wB97M-V/def2-TZVPD" homo_lumo_gap_ev=9.471 e_homo_ev=-14.1 total_charge=+1
C 0.35 -1.27 0.63
N -0.80 -1.26 0.04
N -1.55 -0.59 -0.68
N -2.71 -0.99 -0.95
N 1.51 0.99 0.19
I 2.02 -2.39 0.02
H 0.25 -0.96 1.64
H -3.33 -1.64 -0.35
H -3.33 -0.38 -1.54
H 1.69 1.02 -0.84
H 2.26 0.89 0.76
H 1.36 1.96 0.25

=====

b) 12
Properties=species:S:1:pos:R:3 method="wB97M-V/def2-TZVPD" smiles="NN/C(N)=[NH+]/I" homo_lumo_gap_ev=8.938 e_homo_ev=-13.7 total_charge=+1
N 1.03 0.67 -0.93
N 0.73 -0.04 0.22
C -0.54 -0.47 0.39
N -1.61 -0.24 -0.33
N -0.75 -1.51 1.66
I -2.73 -1.61 2.37
H 1.02 1.68 -0.81
H 1.94 0.61 -1.33
H 1.43 -0.05 0.89
H -2.54 -0.53 0.16
H -1.50 -0.01 -1.30
H -0.07 -1.13 2.30

=====

Stability summary: most stable b), least stable a).

=====

a) 13
Properties=species:S:1:pos:R:3 method="wB97M-V/def2-TZVPD" smiles=C[NH2+]CP homo_lumo_gap_ev=10.942 e_homo_ev=-14.6 total_charge=+1
C 1.56 -1.02 0.37
N 0.68 -0.01 -0.32
C -0.79 0.22 0.24
P -2.07 0.82 -1.04
H 2.16 -0.60 1.22
H 0.91 -1.79 0.78
H 2.33 -1.23 -0.33
H 0.56 -0.30 -1.31
H 1.17 0.85 -0.53
H -1.02 -0.91 0.52
H -0.75 0.75 1.26
H -3.02 0.99 -0.02
H -1.72 2.24 -0.86

=====

b) 13
Properties=species:S:1:pos:R:3 method="wB97M-V/def2-TZVPD" smiles=C[NH2+]CP homo_lumo_gap_ev=10.976 e_homo_ev=-14.7 total_charge=+1
C -1.83 -0.25 -0.19
N -0.47 -0.58 0.23
C 0.59 0.53 0.16
P 2.22 -0.34 -0.34
H -1.88 0.46 -0.96
H -2.42 -1.10 -0.58
H -2.53 0.14 0.60
H 0.05 -1.17 -0.35
H -0.48 -0.89 1.24
H 0.23 1.11 -0.65
H 0.77 1.19 1.26
H 2.79 0.65 -1.16
H 2.97 0.25 0.73

=====

Stability summary: most stable a), least stable b).

=====

a) 91
Properties=species:S:1:pos:R:3 method="wB97M-V/def2-TZVPD" homo_lumo_gap_ev=8.975 e_homo_ev=-13.0 total_charge=+2
Cl 16.18 -1.77 20.16
C 14.51 -5.82 15.34
C 15.22 -4.48 15.51
N 14.66 -3.58 16.57
C 15.45 -2.33 16.58
C 13.23 -3.28 16.28
C 12.51 -2.51 17.34
C 14.75 -4.21 17.97
C 16.10 -4.79 18.31
O 16.06 -6.16 18.01
C 17.31 -6.83 18.27
H 13.53 -5.73 14.88
H 14.43 -6.36 16.28
H 15.11 -6.45 14.68
H 15.14 -3.95 14.56
H 16.27 -4.66 15.74
H 15.14 -1.71 17.41
H 15.35 -1.84 15.61
H 16.48 -2.61 16.73
H 12.67 -4.20 16.12
H 13.24 -2.82 15.28
H 11.61 -2.05 16.89
H 13.02 -1.59 17.63
H 12.15 -3.09 18.18
H 14.01 -5.00 18.02
H 14.51 -3.37 18.63
H 16.24 -4.68 19.39
H 16.93 -4.22 17.87
H 17.34 -7.11 19.33
H 18.16 -6.19 18.05
H 17.29 -7.75 17.69
C 20.52 2.38 24.07
C 21.43 1.55 23.19
N 21.15 1.65 21.70
C 21.54 3.01 21.24
C 22.03 0.63 21.00
C 23.47 1.02 20.74
C 19.71 1.44 21.35
C 19.18 0.01 21.44
O 19.40 -0.57 22.70
C 18.22 -0.85 23.44
H 21.09 2.65 24.96
H 19.63 1.84 24.36
H 20.24 3.36 23.67
H 21.28 0.50 23.42
H 22.49 1.75 23.33
H 21.55 3.01 20.15
H 22.48 3.31 21.68
H 20.78 3.71 21.59
H 21.53 0.36 20.08
H 22.03 -0.29 21.58
H 23.92 0.17 20.22
H 24.05 1.14 21.65
H 23.59 1.90 20.12
H 19.61 1.75 20.31
H 19.15 2.16 21.95
H 19.75 -0.59 20.73
H 18.14 0.03 21.12
H 18.42 -1.68 24.13
H 17.39 -1.13 22.80
H 17.91 -0.02 24.09
C 12.54 -0.08 20.17
C 13.47 0.23 21.30
N 14.18 1.55 21.17
C 14.90 1.64 19.87
C 13.19 2.70 21.25
C 13.78 4.10 21.23
C 15.26 1.65 22.21
C 14.84 1.55 23.67
O 14.20 2.72 24.09
C 13.90 2.74 25.47
H 12.18 -1.10 20.30
H 13.01 0.02 19.19
H 11.63 0.52 20.17
H 14.29 -0.49 21.34
H 12.91 0.30 22.22
H 14.20 1.60 19.05
H 15.58 0.79 19.79
H 15.51 2.53 19.87
H 12.64 2.55 22.18
H 12.55 2.56 20.38
H 14.41 4.32 20.38
H 14.39 4.29 22.12
H 12.96 4.81 21.33
H 15.85 2.55 22.03
H 15.93 0.80 22.06
H 15.76 1.33 24.24
H 14.18 0.69 23.77
H 12.98 2.20 25.70
H 13.81 3.78 25.78
H 14.68 2.27 26.08

=====

b) 91
Properties=species:S:1:pos:R:3 method="wB97M-V/def2-TZVPD" homo_lumo_gap_ev=6.037 e_homo_ev=-9.0 total_charge=+2
Cl -1.40 1.29 0.30
C -7.35 -1.58 2.28
C -7.09 -0.21 1.58
N -8.33 0.43 0.91
C -9.46 0.70 1.91
C -7.90 1.87 0.44
C -8.87 2.66 -0.48
C -8.96 -0.53 -0.24
C -7.95 -0.86 -1.31
O -7.47 -2.11 -0.91
C -6.32 -2.44 -1.70
H -6.48 -2.12 2.67
H -7.81 -2.36 1.67
H -8.03 -1.37 3.11
H -6.62 -0.32 0.61
H -6.64 0.30 2.43
H -9.99 -0.20 2.21
H -10.26 1.25 1.41
H -9.12 1.29 2.76
H -6.94 1.94 -0.07
H -7.76 2.40 1.38
H -8.84 2.24 -1.49
H -8.47 3.66 -0.65
H -9.92 2.50 -0.23
H -9.84 -0.01 -0.62
H -9.36 -1.38 0.31
H -7.23 -0.07 -1.50
H -8.54 -1.01 -2.22
H -6.37 -2.42 -2.79
H -5.92 -3.37 -1.29
H -5.44 -1.82 -1.53
C 5.87 6.58 -2.64
C 5.04 5.97 -3.85
N 3.76 5.16 -3.39
C 2.70 6.09 -2.71
C 3.13 4.48 -4.57
C 2.33 5.39 -5.59
C 4.25 4.09 -2.30
C 5.48 3.15 -2.62
O 5.16 2.65 -3.94
C 6.04 1.70 -4.54
H 6.25 5.95 -1.83
H 5.41 7.50 -2.29
H 6.74 7.06 -3.07
H 5.52 5.29 -4.55
H 4.73 6.74 -4.55
H 3.14 6.46 -1.78
H 1.81 5.47 -2.66
H 2.47 7.02 -3.23
H 2.49 3.70 -4.16
H 3.86 3.99 -5.21
H 3.06 5.93 -6.19
H 1.67 6.14 -5.16
H 1.64 4.71 -6.09
H 3.33 3.59 -1.97
H 4.34 4.72 -1.41
H 5.45 2.37 -1.86
H 6.45 3.62 -2.55
H 7.09 2.01 -4.53
H 5.69 1.54 -5.56
H 5.94 0.79 -3.95
C 1.83 -5.26 1.04
C 1.77 -4.68 2.47
N 3.12 -4.35 3.05
C 3.97 -3.55 2.06
C 2.98 -3.50 4.37
C 1.61 -3.67 5.14
C 3.83 -5.71 3.53
C 5.13 -5.55 4.38
O 5.98 -4.62 3.72
C 7.37 -5.02 3.86
H 2.28 -4.59 0.31
H 0.89 -5.45 0.52
H 2.35 -6.22 1.08
H 1.25 -5.42 3.08
H 1.25 -3.72 2.46
H 3.36 -2.77 1.60
H 4.28 -4.24 1.27
H 4.88 -3.15 2.50
H 2.91 -2.46 4.03
H 3.88 -3.37 4.97
H 1.37 -4.71 5.35
H 0.74 -3.20 4.68
H 1.92 -3.17 6.06
H 4.10 -6.19 2.59
H 3.08 -6.28 4.07
H 5.58 -6.54 4.48
H 4.78 -5.37 5.40
H 8.14 -4.34 3.48
H 7.55 -5.95 3.31
H 7.64 -5.14 4.91

=====

Stability summary: most stable a), least stable b).

=====

a) 59
Properties=species:S:1:pos:R:3 method="wB97M-V/def2-TZVPD" smiles="COCCn1/c(=N/C(=O)CSCC(=O)NC2CCCCC2)sc2cc(OC)ccc21" homo_lumo_gap_ev=8.546 e_homo_ev=-8.0
C 2.95 -1.52 -1.52
O 1.87 -1.54 -0.63
C 1.53 -0.29 -0.08
C 0.79 0.62 -1.07
N 0.30 1.80 -0.41
C -0.98 1.94 -0.03
N -1.91 1.07 -0.33
C -3.14 1.39 0.14
O -3.39 2.41 0.77
C -4.18 0.34 -0.14
S -4.72 -0.46 1.41
C -3.21 -0.38 2.43
C -1.99 -1.03 1.78
O -0.88 -0.59 1.97
N -2.28 -2.11 1.04
C -1.32 -2.83 0.23
C -1.30 -4.31 0.61
C -0.27 -5.05 -0.24
C -0.59 -4.89 -1.73
C -0.63 -3.41 -2.11
C -1.67 -2.68 -1.26
S -1.27 3.41 0.88
C 0.43 3.82 0.72
C 1.08 4.94 1.20
C 2.44 5.10 0.95
O 3.00 6.23 1.45
C 4.37 6.45 1.24
C 3.12 4.13 0.22
C 2.47 3.00 -0.26
C 1.12 2.84 -0.01
H 3.20 -2.56 -1.73
H 2.70 -1.02 -2.46
H 3.82 -1.03 -1.07
H 2.42 0.21 0.30
H 0.85 -0.50 0.76
H 1.44 0.93 -1.90
H -0.08 0.09 -1.47
H -3.78 -0.42 -0.82
H -5.08 0.79 -0.55
H -2.99 0.65 2.68
H -3.46 -0.92 3.35
H -3.25 -2.37 0.94
H -0.34 -2.39 0.42
H -1.05 -4.41 1.67
H -2.29 -4.75 0.45
H -0.25 -6.10 0.03
H 0.72 -4.63 -0.05
H 0.16 -5.41 -2.33
H -1.56 -5.35 -1.94
H -0.88 -3.31 -3.16
H 0.34 -2.97 -1.93
H -1.69 -1.62 -1.51
H -2.66 -3.10 -1.44
H 0.55 5.69 1.76
H 4.99 5.66 1.69
H 4.61 6.54 0.18
H 4.59 7.40 1.74
H 4.18 4.24 0.01
H 3.03 2.27 -0.83

=====

b) 59
Properties=species:S:1:pos:R:3 method="wB97M-V/def2-TZVPD" smiles="CCC(C)(C)NC(=O)CN(Cc1cccs1)C(=O)CNS(=O)(=O)c1ccc(C)cc1" homo_lumo_gap_ev=9.424 e_homo_ev=-9.2
C 5.88 1.37 1.64
C 4.43 1.10 1.24
C 4.26 0.21 -0.01
C 4.81 -1.20 0.20
C 4.91 0.85 -1.24
N 2.82 0.12 -0.30
C 1.90 -0.42 0.52
O 2.12 -0.93 1.59
C 0.48 -0.36 -0.08
N -0.53 -0.56 0.94
C -0.70 -1.91 1.45
C -1.77 -2.66 0.70
C -2.99 -3.05 1.14
C -3.76 -3.70 0.14
C -3.10 -3.79 -1.04
S -1.53 -3.09 -0.96
C -1.23 0.51 1.37
O -1.02 1.64 0.93
C -2.31 0.28 2.41
N -3.26 1.37 2.41
S -4.48 1.20 1.28
O -5.34 2.33 1.43
O -5.01 -0.12 1.46
C -3.66 1.27 -0.31
C -3.35 0.10 -0.96
C -2.62 0.15 -2.14
C -2.20 1.37 -2.65
C -1.41 1.43 -3.92
C -2.55 2.54 -1.99
C -3.28 2.50 -0.81
H 6.41 0.45 1.86
H 6.41 1.91 0.86
H 5.89 1.98 2.54
H 3.93 2.05 1.05
H 3.92 0.60 2.06
H 4.36 -1.64 1.08
H 5.89 -1.17 0.33
H 4.58 -1.82 -0.66
H 5.98 0.87 -1.13
H 4.55 1.87 -1.38
H 4.67 0.27 -2.13
H 2.50 0.56 -1.14
H 0.38 -1.13 -0.85
H 0.29 0.62 -0.52
H 0.26 -2.41 1.35
H -0.95 -1.88 2.51
H -3.35 -2.90 2.14
H -4.75 -4.08 0.30
H -3.44 -4.23 -1.97
H -2.90 -0.61 2.20
H -1.86 0.20 3.40
H -2.80 2.27 2.31
H -3.70 -0.84 -0.55
H -2.37 -0.76 -2.65
H -2.06 1.68 -4.76
H -0.94 0.47 -4.14
H -0.64 2.20 -3.86
H -2.23 3.50 -2.39
H -3.55 3.39 -0.28

=====

Stability summary: most stable a), least stable b).

=====

a) 15
Properties=species:S:1:pos:R:3 method="wB97M-V/def2-TZVPD" homo_lumo_gap_ev=9.958 e_homo_ev=-9.2
C 1.70 -1.02 1.21
C -0.43 0.04 -2.04
N 0.40 -0.73 0.58
O -1.02 1.34 0.14
O 1.35 1.36 -0.67
P -1.99 0.23 0.95
S 0.24 0.44 -0.43
H 2.19 -0.11 1.72
H 1.69 -1.86 1.86
H 2.39 -1.22 0.32
H -0.38 0.96 -2.61
H 0.13 -0.80 -2.43
H -1.50 -0.24 -1.93
H -3.04 1.12 1.00
H -1.74 0.49 2.34

=====

b) 15
Properties=species:S:1:pos:R:3 method="wB97M-V/def2-TZVPD" smiles="O=S(O)#[PH2].C=CN" homo_lumo_gap_ev=8.833 e_homo_ev=-8.5
O 1.61 -1.21 -1.32
S 1.38 0.14 -1.84
O -0.29 0.36 -1.62
P 2.19 1.66 -0.42
H -0.96 -0.26 -1.38
H 2.15 2.69 -1.37
H 3.50 1.32 -1.16
C -2.16 0.08 0.77
C -1.34 -0.96 0.94
N -0.23 -0.93 1.74
H -1.90 0.96 1.39
H -3.12 -0.27 0.50
H -1.47 -1.97 0.55
H 0.42 -1.64 1.46
H 0.21 0.03 1.74

=====

Stability summary: most stable a), least stable b).

=====

a) 28
Properties=species:S:1:pos:R:3 method="wB97M-V/def2-TZVPD" homo_lumo_gap_ev="4.591 / 2.427" e_homo_ev="-15.0 / -13.9" total_charge=+2
C -0.57 1.39 0.19
C 0.06 1.12 2.66
C -0.08 -1.03 0.45
C 0.07 1.86 1.48
C 0.93 -3.08 -2.33
C 1.67 3.82 1.37
C 0.43 -2.04 -1.62
C 0.58 -3.32 0.48
C -1.94 1.90 -1.82
N -0.30 0.20 -0.25
N 0.70 3.03 1.47
N -0.39 -0.97 1.67
N 0.26 -2.13 -0.28
N -1.17 2.28 -0.58
S 0.02 1.08 4.21
H 0.93 -3.08 -3.44
H 1.42 -4.08 -2.08
H 1.50 4.82 1.53
H 2.53 3.34 0.92
H 0.07 -1.17 -2.15
H -0.48 -3.66 0.77
H 0.92 -4.04 -0.18
H 1.32 -3.08 1.25
H -2.96 2.06 -1.55
H -1.73 0.71 -1.88
H -1.84 2.48 -2.73
H -0.41 -1.59 2.53
H -1.53 3.18 -0.08

=====

b) 28
Properties=species:S:1:pos:R:3 method="wB97M-V/def2-TZVPD" smiles="C#[N+][C@]1(CS/C=C/C)NC(=[NH2+])N=C1N=C" homo_lumo_gap_ev=6.928 e_homo_ev=-15.1 total_charge=+2
C 0.83 3.08 -2.75
N 0.95 2.15 -2.06
C 1.09 1.08 -1.20
C 2.05 1.47 -0.03
S 1.18 1.61 1.56
C 0.36 0.05 1.43
C -0.71 -0.26 2.18
C -1.35 -1.58 2.19
N 1.49 -0.10 -1.92
C 0.48 -1.04 -1.92
N 0.57 -2.22 -2.46
N -0.60 -0.59 -1.28
C -0.38 0.60 -0.77
N -1.29 1.50 -0.54
C -2.14 1.86 0.30
H 0.69 3.92 -3.38
H 2.82 0.71 0.05
H 2.52 2.44 -0.22
H 0.92 -0.72 0.92
H -1.10 0.47 2.88
H -0.99 -2.14 3.06
H -1.12 -2.16 1.30
H -2.43 -1.50 2.32
H 2.41 -0.23 -2.30
H -0.24 -2.84 -2.43
H 1.39 -2.54 -2.95
H -2.85 2.63 0.04
H -2.17 1.42 1.30

=====

Stability summary: most stable b), least stable a).